(1)
C22H30N2PdSSi2 as an isolated structure at a distorted geometry, computed with ωB97M-V with the def2-TZVPD basis set.

Computed properties:
frontier orbital gap	8.0853	eV
total charge	+2

Geometry as XYZ:
```
58
C22H30N2PdSSi2 | OMol25 | ωB97M-V with the def2-TZVPD basis set
Pd 0.28 -0.07 -0.69
C 4.81 -0.86 -0.99
C 5.28 0.44 -0.97
C 4.37 1.48 -1.01
C 3.01 1.19 -1.08
N 2.56 -0.07 -1.08
C 3.44 -1.07 -1.03
C 1.98 2.26 -1.10
C 2.33 3.57 -1.38
C 1.38 4.58 -1.33
C 0.08 4.25 -0.98
C -0.21 2.92 -0.74
N 0.69 1.93 -0.83
H 5.49 -1.71 -0.96
H 6.34 0.64 -0.92
H 4.72 2.50 -0.97
H 3.04 -2.07 -1.02
H 3.34 3.81 -1.65
H 1.65 5.60 -1.55
H -0.70 4.99 -0.90
H -1.21 2.63 -0.47
C -3.02 1.52 -1.31
Si -2.15 -0.07 -0.87
C -2.61 -1.28 -2.22
C -2.63 -0.55 0.86
C -3.94 -0.95 1.14
C -4.33 -1.27 2.43
C -3.42 -1.18 3.47
C -2.12 -0.77 3.22
C -1.71 -0.45 1.92
Si 0.05 0.08 1.68
C 1.30 -1.11 2.34
C 0.40 1.80 2.25
H -4.02 1.17 -1.57
H -2.64 2.05 -2.18
H -3.15 2.21 -0.47
H -3.44 -1.88 -1.83
H -1.82 -1.95 -2.54
H -2.97 -0.74 -3.10
H -4.67 -1.04 0.34
H -5.35 -1.59 2.62
H -3.72 -1.43 4.48
H -1.42 -0.72 4.05
H 1.40 -0.90 3.41
H 2.29 -1.00 1.90
H 0.98 -2.14 2.22
H 0.35 1.76 3.34
H -0.35 2.51 1.92
H 1.39 2.17 1.98
C -1.08 -3.45 0.19
S 0.15 -2.40 -0.61
C 0.79 -3.45 -1.92
H -0.56 -4.19 0.80
H -1.69 -3.94 -0.57
H -1.71 -2.83 0.83
H -0.04 -4.00 -2.36
H 1.52 -4.13 -1.50
H 1.24 -2.83 -2.69
```

Atom charges from the Mulliken analysis, given in e for atoms 1 to 6: number 1, Pd, carries -0.53; number 2, C, carries -0.87; number 3, C, carries -0.58; number 4, C, carries -0.76; number 5, C, carries 0.98; number 6, N, carries 0.12

=====

(2)
One molecule with the formula C3H3NS2 at a distorted geometry, computed with ωB97M-V with the def2-TZVPD basis set.

Computed properties:
frontier orbital gap (alpha / beta)	5.8740 / 7.0835	eV
2S+1	3
⟨S²⟩	2.018
energy above the lowest of the compared OMol25 structures with the same formula, charge and spin	207.61	kJ/mol

Geometry as XYZ:
```
9
C3H3NS2 | OMol25 | ωB97M-V with the def2-TZVPD basis set
C 0.26 0.73 -0.04
C 1.45 0.14 -0.08
C -2.11 -0.06 0.03
N -0.89 -0.05 0.00
S -3.68 -0.20 -0.04
S 1.75 -1.52 0.01
H 0.22 1.72 0.17
H 2.41 0.71 0.17
H 0.61 -1.47 -0.22
```

Atom charges from the Mulliken analysis, given in e for atoms 1 to 6: number 1, C, carries 0.00; number 2, C, carries -0.45; number 3, C, carries 0.40; number 4, N, carries -0.43; number 5, S, carries -0.35; number 6, S, carries -0.03

=====

(3)
One molecule with the formula C5H7OP at a distorted geometry, computed with ωB97M-V with the def2-TZVPD basis set.

Computed properties:
frontier orbital gap (alpha / beta)	6.1832 / 6.9034	eV
2S+1	3
⟨S²⟩	2.009
energy above the lowest of the compared OMol25 structures with the same formula, charge and spin	243.81	kJ/mol

Geometry as XYZ:
```
14
C5H7OP | OMol25 | ωB97M-V with the def2-TZVPD basis set
C -0.83 -1.01 -1.56
C -0.63 0.28 -0.82
C -0.08 -1.93 -0.96
C 0.31 0.25 0.17
C 0.67 1.30 1.30
O -0.32 2.30 1.44
P 1.15 -1.36 0.17
H -1.64 -0.98 -2.32
H -1.07 1.18 -1.17
H -0.06 -2.94 -1.38
H 1.71 1.67 1.11
H 0.84 0.60 2.18
H -0.74 2.56 0.55
H 0.68 -1.92 1.28
```

Atom charges from the Mulliken analysis, given in e for atoms 1 to 6: number 1, C, carries -0.49; number 2, C, carries -0.37; number 3, C, carries -0.38; number 4, C, carries 0.34; number 5, C, carries -0.23; number 6, O, carries -0.51

=====

(4)
A 3-piece molecular cluster, C35H29NO6 overall, computed with ωB97M-V with the def2-TZVPD basis set.

Computed properties:
frontier orbital gap	8.4285	eV
structure (SMILES)	O=C1c2ccccc2C(=O)c2ccccc21.O=C1c2ccccc2C(=O)c2ccccc21.CCCO[C@H]1CCC(=O)N1
energy above the lowest of the compared OMol25 structures with the same formula, charge and spin	18.43	kJ/mol

Geometry as XYZ:
```
71
C35H29NO6 | OMol25 | ωB97M-V with the def2-TZVPD basis set
C -4.99 0.25 -2.51
C -4.42 -0.64 -1.39
C -3.15 -1.42 -1.75
O -2.01 -1.03 -0.99
C -1.42 0.15 -1.40
C -0.92 1.03 -0.24
C 0.41 1.64 -0.76
C 0.50 1.13 -2.18
O 1.04 1.66 -3.12
N -0.20 -0.06 -2.21
H -4.36 0.21 -3.41
H -6.00 -0.06 -2.81
H -5.04 1.30 -2.21
H -5.19 -1.34 -1.05
H -4.17 -0.02 -0.52
H -2.93 -1.32 -2.82
H -3.27 -2.49 -1.53
H -2.12 0.76 -2.01
H -0.79 0.45 0.67
H -1.64 1.83 -0.08
H 1.27 1.25 -0.21
H 0.42 2.73 -0.74
H -0.34 -0.46 -3.13
C 5.64 -6.86 -2.25
C 4.95 -7.44 -3.31
C 4.23 -6.65 -4.18
C 4.19 -5.27 -4.00
C 4.88 -4.69 -2.93
C 5.61 -5.49 -2.06
C 4.84 -3.22 -2.69
O 5.45 -2.72 -1.77
C 4.03 -2.39 -3.63
C 3.94 -1.02 -3.40
C 3.19 -0.23 -4.26
C 2.54 -0.80 -5.35
C 2.62 -2.16 -5.57
C 3.36 -2.96 -4.71
C 3.42 -4.43 -4.96
O 2.86 -4.93 -5.92
H 6.21 -7.49 -1.57
H 4.97 -8.51 -3.45
H 3.69 -7.08 -5.02
H 6.14 -5.03 -1.24
H 4.45 -0.59 -2.55
H 3.11 0.84 -4.08
H 1.95 -0.18 -6.01
H 2.12 -2.62 -6.41
C -0.15 6.78 4.81
C -0.28 6.35 3.50
C -0.96 5.18 3.22
C -1.51 4.43 4.26
C -1.36 4.86 5.58
C -0.68 6.04 5.85
C -1.91 4.06 6.71
O -1.79 4.44 7.86
C -2.60 2.78 6.39
C -3.09 2.00 7.43
C -3.74 0.81 7.15
C -3.92 0.40 5.83
C -3.44 1.18 4.79
C -2.77 2.37 5.07
C -2.25 3.18 3.93
O -2.41 2.82 2.78
H 0.38 7.70 5.03
H 0.14 6.93 2.69
H -1.08 4.83 2.20
H -0.58 6.36 6.88
H -2.94 2.33 8.45
H -4.11 0.20 7.96
H -4.43 -0.53 5.62
H -3.56 0.87 3.76
```

Atom charges from the Mulliken analysis, given in e for atoms 1 to 6: number 1, C, carries -1.10; number 2, C, carries -0.19; number 3, C, carries -0.54; number 4, O, carries -0.47; number 5, C, carries 0.22; number 6, C, carries -0.49

=====

(5)
C3H6InO3 as an isolated structure at a distorted geometry, computed with ωB97M-V with the def2-TZVPD basis set.

Computed properties:
frontier orbital gap	3.3785	eV
total charge	+3
energy above the lowest of the compared OMol25 structures with the same formula, charge and spin	62.50	kJ/mol

Geometry as XYZ:
```
13
C3H6InO3 | OMol25 | ωB97M-V with the def2-TZVPD basis set
In 2.28 0.70 -4.11
C -2.06 0.55 0.68
O -1.33 1.02 -0.33
C -0.07 0.49 -0.52
O 0.60 0.97 -1.40
O 0.19 -0.45 0.37
C 1.48 -1.07 0.51
H -2.89 1.24 0.87
H -1.30 0.63 1.61
H -2.33 -0.55 0.65
H 2.08 -0.40 1.16
H 2.04 -1.08 -0.44
H 1.32 -2.05 0.95
```

Atom charges from the Mulliken analysis, given in e for atoms 1 to 6: number 1, In, carries 1.23; number 2, C, carries -0.22; number 3, O, carries -0.02; number 4, C, carries 0.77; number 5, O, carries -0.15; number 6, O, carries -0.27

=====

(6)
C16H36Cl3GeN3O7SY as an isolated structure at a distorted geometry, computed with ωB97M-V with the def2-TZVPD basis set.

Computed properties:
frontier orbital gap (alpha / beta)	7.6620 / 7.0497	eV
2S+1	2
⟨S²⟩	0.754
total charge	+4

Geometry as XYZ:
```
68
C16H36Cl3GeN3O7SY | OMol25 | ωB97M-V with the def2-TZVPD basis set
Y -0.46 0.25 0.55
C 2.30 -0.23 2.69
O 1.07 -0.77 2.19
C 0.61 -1.82 3.07
C -0.78 -2.24 2.60
O -1.57 -1.09 2.26
C -2.11 -0.38 3.40
C -2.19 1.10 3.04
O -0.93 1.56 2.50
C -0.15 2.30 3.47
H 3.08 -1.00 2.68
H 2.59 0.60 2.04
H 2.18 0.13 3.71
H 1.30 -2.67 3.03
H 0.59 -1.44 4.10
H -0.70 -2.82 1.67
H -1.28 -2.84 3.37
H -3.11 -0.76 3.63
H -1.47 -0.53 4.28
H -2.94 1.26 2.25
H -2.47 1.69 3.92
H -0.66 3.23 3.72
H -0.01 1.72 4.38
H 0.82 2.52 3.03
C -5.37 0.32 0.07
N -4.59 -0.87 -0.20
C -5.36 -2.07 -0.43
C -3.28 -0.83 -0.22
O -2.61 0.22 0.08
C -2.49 -2.09 -0.60
O -1.11 -1.76 -0.84
C -0.79 -1.55 -2.22
C -0.84 -0.06 -2.57
O -0.51 0.72 -1.62
N -1.16 0.37 -3.77
C -1.48 -0.45 -4.92
C -1.24 1.79 -4.05
H -6.11 0.46 -0.73
H -4.73 1.20 0.11
H -5.92 0.21 1.01
H -5.38 -2.36 -1.48
H -6.39 -1.90 -0.11
H -4.97 -2.91 0.15
H -2.92 -2.59 -1.47
H -2.49 -2.80 0.24
H -1.42 -2.17 -2.86
H 0.25 -1.90 -2.33
H -1.32 -1.51 -4.74
H -0.86 -0.15 -5.76
H -2.52 -0.29 -5.21
H -1.03 2.37 -3.15
H -2.23 2.04 -4.41
H -0.53 2.05 -4.83
C 4.84 -0.63 -2.17
S 4.10 -1.41 -0.69
C 4.20 -3.14 -1.17
H 4.17 -0.71 -3.03
H 5.77 -1.16 -2.39
H 5.07 0.40 -1.94
H 5.25 -3.40 -1.27
H 3.69 -3.31 -2.12
H 3.76 -3.76 -0.40
O 1.86 -0.11 -0.50
N 2.46 -1.22 -0.93
Cl 4.12 2.39 0.16
Ge 2.35 2.02 -0.92
Cl 0.63 2.65 0.20
Cl 2.29 2.40 -2.96
```

Atom charges from the Mulliken analysis, given in e for atoms 1 to 6: number 1, Y, carries 1.10; number 2, C, carries -0.91; number 3, O, carries 0.35; number 4, C, carries -0.74; number 5, C, carries -0.83; number 6, O, carries -0.05

=====

(7)
C19H19N5OsS2Se as an isolated structure, computed with ωB97M-V with the def2-TZVPD basis set.

Computed properties:
frontier orbital gap (alpha / beta)	5.7887 / 5.7894	eV
total charge	+2
energy above the lowest of the compared OMol25 structures with the same formula, charge and spin	0.00	kJ/mol

Geometry as XYZ:
```
47
C19H19N5OsS2Se | OMol25 | ωB97M-V with the def2-TZVPD basis set
Os -0.28 0.67 -0.49
C 4.92 1.22 -1.02
S 3.90 2.04 -2.25
C 2.29 1.63 -1.80
S 1.97 0.72 -0.31
N 1.36 2.07 -2.59
N 0.10 1.76 -2.14
C -0.91 2.26 -2.76
C -2.24 1.98 -2.24
C -3.39 2.40 -2.88
C -4.62 2.06 -2.33
C -4.65 1.34 -1.15
C -3.45 0.97 -0.55
N -2.27 1.28 -1.08
H 5.93 1.56 -1.25
H 4.88 0.14 -1.12
H 4.67 1.54 -0.01
H -0.75 2.89 -3.63
H -3.33 2.96 -3.80
H -5.54 2.36 -2.81
H -5.58 1.05 -0.68
H -3.43 0.40 0.37
N -0.24 0.83 5.70
C -0.33 0.69 4.37
C -1.14 1.55 3.59
C -1.19 1.38 2.24
N -0.49 0.42 1.58
C 0.29 -0.40 2.32
C 0.39 -0.31 3.68
H -0.73 1.56 6.18
H 0.36 0.23 6.24
H -1.73 2.33 4.05
H -1.81 2.03 1.64
H 0.86 -1.14 1.78
H 1.02 -1.00 4.21
Se -0.84 -1.26 -1.49
C 0.46 -2.60 -1.07
C 0.55 -3.21 0.18
C 1.42 -4.27 0.34
C 2.19 -4.71 -0.72
C 2.09 -4.10 -1.97
C 1.21 -3.05 -2.15
H -0.08 -2.89 1.00
H 1.49 -4.76 1.30
H 2.87 -5.54 -0.59
H 2.69 -4.46 -2.80
H 1.13 -2.58 -3.12
```

Atom charges from the Mulliken analysis, given in e for atoms 1 to 6: number 1, Os, carries 0.74; number 2, C, carries -0.88; number 3, S, carries 0.09; number 4, C, carries 0.54; number 5, S, carries -0.38; number 6, N, carries -1.29

=====

(8)
CH3N5O as an isolated structure at a distorted geometry, computed with ωB97M-V with the def2-TZVPD basis set.

Computed properties:
frontier orbital gap	9.4584	eV
energy above the lowest of the compared OMol25 structures with the same formula, charge and spin	293.78	kJ/mol

Geometry as XYZ:
```
10
CH3N5O | OMol25 | ωB97M-V with the def2-TZVPD basis set
C -0.09 -0.34 0.03
N 0.86 -0.98 0.91
N 0.30 0.67 -0.66
N 1.99 -0.32 0.86
N 2.00 0.60 -0.04
N -1.26 -1.02 -0.13
O 3.08 1.47 -0.19
H -1.31 -1.92 0.35
H -1.98 -0.92 -0.74
H 3.41 1.86 0.65
```

Atom charges from the Mulliken analysis, given in e for atoms 1 to 6: number 1, C, carries 0.58; number 2, N, carries -0.33; number 3, N, carries -0.41; number 4, N, carries -0.20; number 5, N, carries 0.38; number 6, N, carries -0.34